--- 1 ---
{
  "formula": "C6H7I",
  "method": "ωB97M-V/def2-TZVPD",
  "homo_energy_ev": [-7.791, -7.955],
  "elements": ["C", "C", "C", "C", "C", "C", "I", "H", "H", "H", "H", "H", "H", "H"],
  "coordinates": [[0.25106, -1.93930, 0.01240], [1.43653, -0.24802, 0.55320], [0.37587, 0.70877, 0.20017], [0.66694, 2.02857, 0.07804], [-1.00413, -1.24473, -0.12386], [-1.00592, 0.30324, -0.05972], [3.33200, -0.23122, -0.11129], [0.42918, -2.94863, 0.04880], [-0.11634, 2.57641, -0.28115], [1.61719, 2.57995, 0.38709], [-1.48994, -1.49818, -1.09612], [-1.62538, -1.51509, 0.77892], [-1.70481, 0.73649, 0.68122], [-1.16224, 0.69172, -1.06770]]
}

***

--- 2 ---
{
  "formula": "C6H7I",
  "method": "ωB97M-V/def2-TZVPD",
  "smiles": "C=C=C/C(C)=C/I",
  "homo_energy_ev": -8.419,
  "elements": ["C", "C", "C", "C", "C", "C", "I", "H", "H", "H", "H", "H", "H", "H"],
  "coordinates": [[-1.72762, 1.92923, -1.18266], [-0.54459, 1.40103, -0.83136], [0.49229, 0.87031, -0.27780], [0.63704, -0.43748, 0.35974], [-0.58453, -1.33899, 0.55864], [1.85807, -0.80454, 0.76661], [2.45224, -2.42128, 1.86290], [-1.96564, 1.68418, -2.15260], [-2.17819, 2.67374, -0.62423], [1.49523, 1.25753, -0.29218], [-0.69188, -1.73008, 1.57816], [-0.56853, -2.12730, -0.17767], [-1.37833, -0.77709, 0.07109], [2.70444, -0.17926, 0.34136]]
}

***

Which of them is least stable? Easy: 1.

***

--- 1 ---
{
  "formula": "C6H15NO2",
  "method": "ωB97M-V/def2-TZVPD",
  "homo_energy_ev": -8.163,
  "elements": ["C", "C", "C", "C", "C", "C", "N", "O", "O", "H", "H", "H", "H", "H", "H", "H", "H", "H", "H", "H", "H", "H", "H", "H"],
  "coordinates": [[-0.91400, -1.00337, -0.70291], [1.08119, 0.92945, -0.77125], [0.18263, -0.56307, -1.47077], [2.32213, 0.36256, -0.07665], [-2.30196, -0.63349, -0.99230], [2.07779, -0.50383, 1.15485], [-2.19193, 0.80578, 1.55721], [-0.91026, 0.24186, 1.41549], [0.27343, 1.68253, -0.07008], [-0.29607, 0.99987, 0.75498], [-0.74925, -1.74845, 0.06295], [1.35260, 1.37020, -1.73896], [-2.09061, 1.80796, 1.71658], [-2.59173, 0.39336, 2.39526], [-0.09663, -0.16443, -2.44142], [1.01039, -1.26411, -1.51372], [2.92034, -0.17906, -0.81608], [2.90510, 1.24531, 0.21177], [-2.96273, -1.50292, -0.93125], [-2.66007, 0.06012, -0.19520], [-2.41324, -0.14592, -1.96066], [1.48261, 0.02174, 1.90049], [1.54372, -1.42166, 0.89864], [3.02658, -0.79044, 1.61302]]
}

***

--- 2 ---
{
  "formula": "C6H15NO2",
  "method": "ωB97M-V/def2-TZVPD",
  "smiles": "CC(C)(CO)[C@](C)(N)O",
  "homo_energy_ev": -9.671,
  "elements": ["C", "C", "C", "C", "O", "C", "C", "N", "O", "H", "H", "H", "H", "H", "H", "H", "H", "H", "H", "H", "H", "H", "H", "H"],
  "coordinates": [[0.59131, 1.50012, 0.77578], [0.48877, 0.26303, -0.10923], [0.54172, 0.64182, -1.58807], [1.60648, -0.71946, 0.23487], [2.90816, -0.15969, -0.10855], [-0.87060, -0.56274, 0.21463], [-2.11093, 0.26962, -0.11722], [-0.93319, -0.87797, 1.62232], [-0.85555, -1.73513, -0.60038], [1.62827, 1.82800, 0.79789], [-0.02369, 2.31137, 0.39456], [0.28062, 1.25772, 1.78857], [0.47906, -0.24750, -2.21136], [-0.27634, 1.30962, -1.84432], [1.46958, 1.17061, -1.79835], [1.46731, -1.66868, -0.29222], [1.67096, -0.86867, 1.31266], [2.98694, -0.14497, -1.06850], [-2.09788, 1.20058, 0.43895], [-3.00701, -0.28587, 0.16574], [-2.16532, 0.47521, -1.18161], [-1.83240, -1.27677, 1.87058], [-0.21489, -1.54083, 1.88340], [-1.73138, -2.13941, -0.58013]]
}

***

--- 3 ---
{
  "formula": "C6H15NO2",
  "method": "ωB97M-V/def2-TZVPD",
  "smiles": "CCC(=O)N(C)CC.O",
  "homo_energy_ev": -8.932,
  "elements": ["C", "C", "C", "O", "N", "C", "C", "C", "H", "H", "H", "H", "H", "H", "H", "H", "H", "H", "H", "H", "H", "O", "H", "H"],
  "coordinates": [[0.00000, 0.00000, 0.00000], [-0.07648, 1.11014, -1.07615], [1.36728, 1.41580, -1.53970], [2.36335, 0.86613, -1.06691], [1.43579, 2.19480, -2.72044], [0.21560, 2.73472, -3.39704], [2.66838, 2.19159, -3.50454], [3.35587, 3.49074, -3.14143], [-0.97729, -0.49032, 0.14524], [0.31958, 0.43885, 0.96015], [0.73620, -0.76473, -0.29966], [-0.69055, 0.73523, -1.91746], [-0.57079, 2.01636, -0.67632], [0.46576, 3.50675, -4.14404], [-0.51037, 3.15837, -2.68283], [-0.25675, 1.88345, -3.91554], [3.37785, 1.35963, -3.33146], [2.44400, 2.22265, -4.58811], [2.71250, 4.32919, -3.45716], [4.36844, 3.65177, -3.54811], [3.41537, 3.48833, -2.04004], [4.12052, 1.14857, 1.51000], [3.39102, 0.70518, 1.99938], [4.25444, 2.00090, 1.98315]]
}

***

Which of them is least stable? Easy: 1.

***

--- 1 ---
{
  "formula": "H2N2P2",
  "method": "ωB97M-V/def2-TZVPD",
  "smiles": "[H]/N=P\\[PH]#N",
  "homo_energy_ev": -9.099,
  "elements": ["H", "N", "P", "P", "N", "H"],
  "coordinates": [[-0.86491, -1.48495, 0.70072], [-0.70361, -1.63182, -0.23140], [0.31624, -0.86548, -1.03683], [0.59783, 1.08130, -0.01334], [0.45741, 2.31698, -0.78173], [0.19703, 0.58398, 1.36258]]
}

***

--- 2 ---
{
  "formula": "H2N2P2",
  "method": "ωB97M-V/def2-TZVPD",
  "homo_energy_ev": [-7.799, -7.800],
  "elements": ["N", "N", "P", "P", "H", "H"],
  "coordinates": [[-2.18058, -0.77681, 1.05770], [-0.39873, -0.45616, -0.75546], [-1.87756, -1.05551, -1.29820], [-0.59324, -0.66185, 0.94829], [0.46236, -0.51422, -1.29524], [-0.19635, 0.65883, 1.28487]]
}

***

Which of them is least stable? Easy: 2.

***

--- 1 ---
{
  "formula": "C31H30Cl2CsNOP3S2",
  "method": "ωB97M-V/def2-TZVPD",
  "charge": -1,
  "homo_energy_ev": -4.161,
  "elements": ["Cs", "C", "P", "C", "C", "C", "C", "C", "C", "C", "P", "C", "C", "H", "H", "H", "H", "H", "H", "H", "H", "H", "H", "H", "H", "H", "H", "H", "H", "Cl", "C", "C", "C", "Cl", "C", "C", "C", "C", "N", "C", "C", "O", "H", "H", "H", "H", "S", "P", "S", "C", "C", "C", "C", "C", "C", "C", "C", "C", "C", "C", "C", "H", "H", "H", "H", "H", "H", "H", "H", "H", "H"],
  "coordinates": [[-0.36201, 0.34213, -0.94216], [-4.10227, -1.66378, -2.40077], [-3.77983, -0.83941, -0.79006], [-3.97178, -2.27170, 0.33769], [-5.36025, 0.09185, -0.54989], [-6.58090, -0.57319, -0.41700], [-7.76555, 0.11448, -0.22847], [-7.74771, 1.50290, -0.17303], [-6.54738, 2.17610, -0.30996], [-5.34176, 1.49493, -0.49725], [-3.75779, 2.45144, -0.70292], [-4.24939, 3.51943, -2.12587], [-3.93174, 3.68481, 0.65677], [-5.00795, -2.27482, -2.39348], [-3.23382, -2.29152, -2.61135], [-4.18169, -0.91114, -3.18645], [-4.86510, -2.87264, 0.15739], [-3.96150, -1.92365, 1.37107], [-3.07727, -2.87911, 0.18539], [-6.60231, -1.65567, -0.46221], [-8.69864, -0.42560, -0.12582], [-8.66619, 2.05734, -0.02505], [-6.55760, 3.25909, -0.26990], [-5.20164, 4.02676, -1.96124], [-4.32256, 2.91136, -3.02781], [-3.46939, 4.26579, -2.28400], [-4.84861, 4.27337, 0.59773], [-3.07553, 4.35922, 0.61051], [-3.89740, 3.16579, 1.61478], [1.11860, -3.58319, -3.40868], [1.30311, -3.45481, -1.67569], [2.42697, -4.03366, -1.08411], [2.61678, -3.96257, 0.26626], [3.98946, -4.78209, 0.98335], [1.69731, -3.26845, 1.08602], [1.84695, -3.10528, 2.48003], [0.90743, -2.41475, 3.18692], [-0.20006, -1.88512, 2.50235], [-0.38054, -2.02156, 1.21338], [0.54600, -2.69563, 0.48730], [0.28805, -2.79477, -0.95693], [-0.74228, -2.28220, -1.48227], [3.14588, -4.54895, -1.70723], [2.71860, -3.51955, 2.96919], [1.01212, -2.25922, 4.25279], [-0.95751, -1.32250, 3.04057], [2.42691, 2.40971, -1.58107], [3.04512, 1.50072, 0.07650], [1.75570, 0.94138, 1.49134], [4.35063, 2.56024, 0.83145], [4.36312, 2.84455, 2.18980], [5.37260, 3.63056, 2.73328], [6.37855, 4.13057, 1.92114], [6.37059, 3.84707, 0.56000], [5.35993, 3.06958, 0.01875], [4.03598, 0.02660, -0.38681], [4.16118, -0.37825, -1.70666], [4.90003, -1.51436, -2.02253], [5.52287, -2.23861, -1.02096], [5.40131, -1.83445, 0.30466], [4.65501, -0.71456, 0.62069], [3.56952, 2.44348, 2.80861], [5.37066, 3.85035, 3.79421], [7.16758, 4.74172, 2.34262], [7.15315, 4.23836, -0.07867], [5.33839, 2.86184, -1.04442], [3.66956, 0.19866, -2.48001], [4.97910, -1.83685, -3.05369], [6.08558, -3.13148, -1.26436], [5.86777, -2.41293, 1.09173], [4.52788, -0.41409, 1.65450]]
}

***

--- 2 ---
{
  "formula": "C31H30Cl2CsNOP3S2",
  "method": "ωB97M-V/def2-TZVPD",
  "charge": -1,
  "homo_energy_ev": -4.434,
  "elements": ["Cs", "C", "P", "C", "C", "C", "C", "C", "C", "C", "P", "C", "C", "H", "H", "H", "H", "H", "H", "H", "H", "H", "H", "H", "H", "H", "H", "H", "H", "Cl", "C", "C", "C", "Cl", "C", "C", "C", "C", "N", "C", "C", "O", "H", "H", "H", "H", "S", "P", "S", "C", "C", "C", "C", "C", "C", "C", "C", "C", "C", "C", "C", "H", "H", "H", "H", "H", "H", "H", "H", "H", "H"],
  "coordinates": [[-0.65474, 0.26666, 0.12434], [3.47456, 1.01186, -1.93716], [2.25856, 1.67176, -0.72136], [3.13246, 1.19056, 0.82794], [2.70526, 3.44866, -0.63996], [3.99806, 3.91286, -0.85666], [4.29696, 5.25026, -0.67496], [3.30966, 6.12906, -0.26266], [2.01546, 5.67836, -0.08066], [1.69446, 4.34076, -0.27606], [-0.02174, 3.67346, -0.13466], [-0.66684, 4.73926, 1.21814], [-0.68064, 4.66566, -1.56416], [4.51006, 1.11166, -1.61536], [3.32536, 1.50756, -2.89526], [3.23526, -0.04404, -2.05616], [4.14976, 1.58776, 0.81734], [3.14996, 0.10276, 0.89204], [2.59166, 1.59516, 1.68234], [4.77996, 3.22686, -1.15766], [5.30246, 5.60536, -0.85366], [3.55036, 7.16766, -0.08126], [1.25316, 6.38686, 0.20794], [-0.54244, 5.80656, 1.02814], [-0.16424, 4.44976, 2.13834], [-1.72304, 4.50366, 1.32694], [-0.44704, 5.72496, -1.44406], [-1.75924, 4.52036, -1.62666], [-0.22584, 4.30446, -2.48636], [-1.40074, 2.15466, 4.68244], [-2.73714, 1.81876, 3.63574], [-3.96344, 1.51846, 4.20404], [-5.03974, 1.25026, 3.38954], [-6.56024, 0.80056, 4.11184], [-4.92664, 1.35386, 1.99574], [-5.99074, 1.13576, 1.09884], [-5.80424, 1.36026, -0.23686], [-4.54134, 1.77346, -0.67906], [-3.50934, 1.90556, 0.11374], [-3.66064, 1.69706, 1.42674], [-2.46454, 1.83226, 2.24704], [-1.31344, 1.95776, 1.75454], [-4.06614, 1.48916, 5.28064], [-6.94434, 0.80946, 1.48934], [-6.60004, 1.21706, -0.95136], [-4.38294, 2.00736, -1.72506], [-1.66974, -2.84164, -0.25916], [0.15946, -3.34364, -0.78626], [1.46376, -1.92534, -1.18936], [0.84156, -4.47054, 0.50084], [1.64506, -3.94674, 1.50374], [2.11036, -4.76564, 2.51584], [1.77076, -6.11024, 2.53384], [0.97426, -6.63774, 1.52824], [0.50656, -5.82134, 0.51544], [0.15526, -4.53084, -2.19016], [1.39096, -4.84234, -2.74176], [1.48276, -5.77384, -3.75596], [0.33876, -6.41004, -4.21006], [-0.89474, -6.10874, -3.65636], [-0.99034, -5.15904, -2.65226], [1.91056, -2.89364, 1.47414], [2.74156, -4.35844, 3.29544], [2.12526, -6.74644, 3.33424], [0.71856, -7.69114, 1.53754], [-0.12464, -6.22404, -0.26716], [2.26846, -4.33434, -2.36966], [2.44716, -6.01144, -4.18316], [0.41586, -7.14304, -5.00056], [-1.78344, -6.62384, -3.99686], [-1.94624, -4.90404, -2.21716]]
}

***

Which of them is least stable? Easy: 2.

***

--- 1 ---
{
  "formula": "C5H8BrN2",
  "method": "ωB97M-V/def2-TZVPD",
  "charge": 1,
  "homo_energy_ev": -13.843,
  "elements": ["C", "C", "C", "C", "C", "N", "N", "Br", "H", "H", "H", "H", "H", "H", "H", "H"],
  "coordinates": [[0.71870, -0.30160, 1.30205], [1.09948, -1.42881, 0.60365], [-0.48967, 0.94397, -0.59439], [-0.53940, 0.38234, 0.87126], [0.37499, -2.11147, -0.37593], [-0.19272, 0.15957, -1.52833], [-0.62506, 2.24396, -0.54418], [-1.46154, -2.46131, -0.31167], [1.25521, 0.12635, 2.11919], [2.09658, -1.81663, 0.76957], [-1.33935, -0.29811, 0.82133], [-0.62456, 1.20580, 1.56041], [0.84464, -2.65210, -1.17203], [0.25784, 0.42114, -2.38909], [-0.94430, 2.81022, 0.22277], [-0.43085, 2.77668, -1.35459]]
}

***

--- 2 ---
{
  "formula": "C5H8BrN2",
  "method": "ωB97M-V/def2-TZVPD",
  "charge": 1,
  "homo_energy_ev": -13.517,
  "elements": ["C", "C", "C", "C", "C", "N", "N", "Br", "H", "H", "H", "H", "H", "H", "H", "H"],
  "coordinates": [[2.25391, 0.04516, 0.01870], [1.85489, 1.36993, -0.10485], [0.01782, -0.67994, 0.09091], [1.36774, -0.97305, -0.00537], [0.52504, 1.63466, 0.01739], [-0.39537, 0.61817, 0.14179], [-0.86332, -1.60495, 0.37596], [-3.98411, -0.25231, -0.46372], [3.39618, -0.12054, 0.14092], [2.52169, 2.30292, -0.23174], [-4.71074, 0.31115, -1.48350], [1.57026, -2.05815, 0.08985], [0.07259, 2.67550, 0.21976], [-1.31860, 0.58118, 0.50509], [-0.53651, -2.58203, 0.28831], [-1.77149, -1.26770, 0.40048]]
}

***

Which of them is least stable? Easy: 1.

***

--- 1 ---
{
  "formula": "CH5N2S",
  "method": "ωB97M-V/def2-TZVPD",
  "charge": 1,
  "homo_energy_ev": -14.866,
  "elements": ["C", "N", "N", "S", "H", "H", "H", "H", "H"],
  "coordinates": [[1.70790, 1.44476, -0.01470], [-1.10821, -0.39605, 0.00928], [1.52052, 0.32954, 0.07397], [1.07918, -1.23147, -0.02011], [1.89724, 2.40756, 0.41027], [-2.00432, -0.00026, 0.33208], [-0.95471, 0.08520, -0.85378], [-1.42094, -1.35518, -0.12867], [2.34027, -1.72612, -0.57821]]
}

***

--- 2 ---
{
  "formula": "CH5N2S",
  "method": "ωB97M-V/def2-TZVPD",
  "charge": 1,
  "smiles": "N/C=[NH+]/S",
  "homo_energy_ev": -13.840,
  "elements": ["N", "C", "N", "S", "H", "H", "H", "H", "H"],
  "coordinates": [[-1.52856, 0.23716, -0.02420], [-0.34743, -0.21723, -0.04181], [0.78860, 0.53375, 0.04165], [2.43368, -0.12305, 0.16131], [-2.32379, -0.45842, -0.11069], [-1.67079, 1.28131, -0.12486], [-0.27019, -1.42767, -0.21977], [0.81617, 1.48501, 0.33586], [2.10230, -1.31085, -0.01748]]
}

***

--- 3 ---
{
  "formula": "CH5N2S",
  "method": "ωB97M-V/def2-TZVPD",
  "charge": 1,
  "smiles": "N/C=[NH+]/S",
  "homo_energy_ev": -14.747,
  "elements": ["N", "C", "N", "S", "H", "H", "H", "H", "H"],
  "coordinates": [[-1.49070, -0.20234, -0.10965], [-0.22194, -0.38765, 0.02979], [0.66868, 0.49810, -0.18063], [2.23358, -0.07998, 0.00218], [-2.14413, -0.90430, -0.13613], [-1.91226, 0.72441, -0.20106], [0.04875, -1.48497, -0.05715], [0.57568, 1.47486, -0.60445], [2.24232, 0.36186, 1.25708]]
}

***

Which of them is least stable? Easy: 1.